[1]
Molecular formula: C45H50AsN4O2RhSSi
Method: DFT, the ωB97M-V functional and the def2-TZVPD basis

**HOMO level (alpha / beta)**: -0.2500 / -0.2698 Ha
**LUMO (alpha / beta)**: 0.35 / -3.14 eV
**Frontier orbital gap (alpha / beta)**: 7.15 / 4.20 eV
**Spin multiplicity**: 5
**Net charge**: 0

Atoms and positions in Å:
Rh (-0.4575, 0.6990, 1.4595)
N (-2.2864, 0.0045, 2.2151)
C (-2.4980, 0.3905, 3.6283)
C (-1.5760, -0.3667, 4.5662)
C (-0.0833, -0.0354, 4.4868)
O (0.5967, -0.1309, 5.4875)
O (0.4060, 0.3012, 3.3332)
H (-3.0722, 0.3341, 1.6567)
H (-2.2754, -1.0165, 2.1431)
H (-3.5423, 0.1991, 3.9014)
H (-2.3340, 1.4652, 3.7125)
H (-1.6808, -1.4439, 4.3928)
H (-1.8864, -0.1883, 5.5965)
C (-3.4657, -3.0030, -5.6361)
C (-2.5120, -2.4867, -4.5960)
C (-1.4155, -3.2285, -4.1900)
C (-0.5264, -2.7760, -3.2162)
C (0.5747, -3.7113, -2.8012)
C (-0.7354, -1.5207, -2.6331)
As (0.4013, -0.6074, -1.3051)
N (-0.1957, -1.0885, 0.3658)
C (-0.8620, -2.2417, 0.7734)
C (-0.5848, -2.7404, 2.0571)
C (-1.2436, -3.8502, 2.5573)
C (-2.1911, -4.5128, 1.7881)
C (-2.4739, -4.0335, 0.5163)
C (-1.8302, -2.9125, 0.0150)
C (2.1830, -1.4061, -1.5691)
C (2.8686, -2.2889, -0.7264)
C (2.2423, -2.9293, 0.4791)
C (4.1984, -2.5961, -1.0017)
C (4.8750, -2.0608, -2.0858)
C (6.3035, -2.4257, -2.3715)
C (4.1836, -1.1889, -2.9125)
C (2.8573, -0.8516, -2.6704)
C (2.1873, 0.0989, -3.6291)
C (-1.8503, -0.7605, -3.0289)
C (-2.1656, 0.5745, -2.4040)
C (-2.7186, -1.2532, -3.9934)
H (-3.1062, -3.9315, -6.0744)
H (-3.5986, -2.2777, -6.4389)
H (-4.4484, -3.1937, -5.2037)
H (-1.2470, -4.2033, -4.6316)
H (0.4413, -4.6774, -3.2835)
H (0.5586, -3.8683, -1.7227)
H (1.5643, -3.3351, -3.0597)
H (0.1579, -2.2257, 2.6543)
H (-1.0048, -4.2048, 3.5517)
H (-2.7016, -5.3832, 2.1741)
H (-3.2152, -4.5293, -0.0954)
H (-2.0862, -2.5473, -0.9693)
H (1.8089, -2.1863, 1.1436)
H (2.9847, -3.5070, 1.0277)
H (1.4280, -3.6038, 0.2055)
H (4.7194, -3.2793, -0.3388)
H (6.8187, -2.7462, -1.4661)
H (6.8462, -1.5817, -2.7952)
H (6.3610, -3.2449, -3.0901)
H (4.6892, -0.7471, -3.7632)
H (2.8902, 0.4102, -4.4000)
H (1.8168, 0.9920, -3.1182)
H (1.3306, -0.3645, -4.1254)
H (-1.4144, 1.3289, -2.6450)
H (-2.1926, 0.5023, -1.3122)
H (-3.1353, 0.9330, -2.7481)
H (-3.5789, -0.6582, -4.2794)
N (6.2976, 0.9050, -0.4998)
C (5.2268, 1.6510, -0.9169)
S (5.4682, 2.6059, -2.3483)
C (3.9712, 1.6081, -0.2781)
C (3.6969, 0.7203, 0.7900)
C (2.4297, 0.6502, 1.3098)
N (1.4029, 1.3957, 0.8512)
C (1.6686, 2.3038, -0.1054)
C (2.9022, 2.4427, -0.6819)
H (7.2067, 1.1113, -0.8798)
H (6.3102, 0.6285, 0.4688)
H (4.4344, 0.0349, 1.1777)
H (2.1892, -0.0227, 2.1197)
H (0.8414, 2.9141, -0.4380)
H (3.0362, 3.1964, -1.4445)
C (0.5522, 6.1217, 3.5389)
C (0.6429, 4.8011, 3.9489)
C (0.0440, 3.7978, 3.1989)
C (-0.6616, 4.0987, 2.0318)
C (-0.7341, 5.4361, 1.6318)
C (-0.1342, 6.4404, 2.3760)
Si (-1.5258, 2.7652, 1.0315)
C (-3.3755, 2.8305, 1.3940)
C (-3.8826, 3.5216, 2.4953)
C (-5.2442, 3.5511, 2.7608)
C (-6.1307, 2.8886, 1.9265)
C (-5.6513, 2.2031, 0.8197)
C (-4.2901, 2.1825, 0.5571)
H (1.0223, 6.9038, 4.1207)
H (1.1872, 4.5458, 4.8474)
H (0.1581, 2.7685, 3.5152)
H (-1.2690, 5.6976, 0.7264)
H (-0.2004, 7.4696, 2.0499)
H (-1.4106, 3.1578, -0.4048)
H (-3.2034, 4.0449, 3.1568)
H (-5.6131, 4.0924, 3.6216)
H (-7.1915, 2.9118, 2.1327)
H (-6.3372, 1.6913, 0.1594)
H (-3.9348, 1.6520, -0.3187)

Atomic forces in eV per Å
-0.2 -0.3 0.0
-0.1 -0.1 -0.2
-0.1 0.0 0.1
0.0 0.0 0.1
-0.1 0.0 -0.2
0.1 -0.1 0.3
0.1 0.1 0.0
0.1 0.0 0.1
0.0 0.1 0.0
0.1 0.0 0.0
0.0 0.0 0.0
0.0 0.0 0.0
0.0 0.0 0.0
0.0 0.0 0.0
0.0 0.0 0.0
0.0 0.0 0.0
0.0 0.0 0.0
0.1 0.0 0.0
0.0 0.0 0.0
-0.1 0.1 0.0
-0.1 0.2 0.0
0.1 0.0 -0.1
0.0 0.0 0.1
0.0 0.0 0.0
0.0 0.0 0.0
0.0 0.0 0.0
-0.1 0.0 0.0
0.0 0.0 0.0
0.0 0.0 0.1
0.0 0.0 0.0
0.0 0.0 0.0
0.0 0.0 0.0
0.0 0.0 0.0
0.0 0.0 0.0
0.0 0.0 0.0
-0.1 0.0 0.0
0.0 0.0 0.0
0.0 0.0 0.1
0.0 0.0 0.0
0.0 0.0 0.0
0.0 0.0 0.0
0.0 0.0 0.0
0.0 -0.1 0.0
0.0 -0.1 0.0
0.0 0.0 0.0
0.0 0.0 0.0
0.0 0.0 0.0
0.0 0.0 0.0
0.0 0.0 0.0
0.0 0.0 0.0
0.0 0.0 0.0
0.1 0.0 0.0
0.0 0.0 0.0
0.0 0.0 0.0
0.0 0.0 0.0
0.0 0.0 0.0
0.0 0.0 0.0
0.0 0.0 0.0
0.0 0.0 -0.1
0.0 0.0 0.0
0.0 0.0 0.0
0.0 0.0 0.0
0.0 0.0 0.0
0.0 0.0 0.0
0.0 0.0 0.0
0.0 0.0 0.0
0.1 -0.1 0.1
-0.1 0.1 -0.1
0.0 0.0 0.1
0.1 -0.1 0.0
-0.1 0.1 -0.1
0.1 0.1 -0.1
0.2 0.0 0.1
0.0 -0.1 0.0
-0.1 0.0 0.1
0.0 0.0 0.0
0.0 0.0 0.0
0.1 0.0 0.0
0.0 0.0 0.0
0.0 0.0 0.0
0.0 0.1 -0.1
0.0 0.0 0.0
0.0 0.0 0.0
0.0 0.0 0.0
0.0 0.0 0.0
0.0 0.0 0.0
0.0 0.0 0.0
0.0 0.1 0.0
0.0 0.1 0.0
0.0 -0.1 0.0
0.0 0.0 0.0
0.0 0.0 0.0
0.0 0.0 0.0
0.0 0.0 0.0
0.0 0.0 0.0
0.0 0.0 0.0
0.0 -0.1 0.0
0.0 0.0 0.0
0.0 0.0 0.0
0.0 -0.1 0.0
0.0 0.0 0.0
0.0 0.0 0.0
-0.1 0.0 0.0
0.0 0.0 0.0
0.0 0.0 -0.1

[2]
Molecular formula: C45H50F15I4O13P
Method: DFT, the ωB97M-V functional and the def2-TZVPD basis

**HOMO level**: -0.3266 Ha
**SMILES**: CCC[C@@H](C)c1cc2c(c(I)c1[PH2]=O)C(=O)c1c(cc(/C(I)=C(/C)I)cc1[C@H](I)CC)C2=O.CCOC(=O)C(F)(F)F.CCOC(=O)C(F)(F)F.CCOC(=O)C(F)(F)F.CCOC(=O)C(F)(F)F.CCOC(=O)C(F)(F)F
**LUMO**: -1.17 eV
**Frontier orbital gap**: 7.72 eV
**Net charge**: 0

Atoms and positions in Å:
C (0.0458, 0.6614, -3.0601)
C (1.2140, 1.5639, -2.4570)
C (2.6508, 0.9333, -2.6570)
C (2.7822, -0.3673, -1.7632)
C (4.1690, -1.1358, -1.9999)
C (2.4435, -0.1407, -0.2650)
C (1.3851, -0.9906, 0.3147)
C (0.9828, -0.8164, 1.6868)
C (1.5754, 0.1808, 2.5855)
C (2.6493, 0.9985, 2.0369)
I (3.5180, 2.4486, 3.3900)
C (3.0845, 0.8437, 0.6238)
P (4.4617, 1.9284, 0.0133)
O (5.5375, 1.1836, -0.7442)
C (1.0089, 0.2712, 4.0181)
O (0.7941, 1.2879, 4.6328)
C (0.6440, -1.0939, 4.6880)
C (0.0794, -2.1102, 3.7825)
C (-0.2627, -3.4245, 4.2624)
C (-0.0912, -3.7681, 5.6778)
C (-0.4872, -5.1794, 6.1141)
I (1.0311, -6.4115, 7.0586)
C (-1.7117, -5.7415, 5.9661)
C (-2.0435, -7.2203, 6.3975)
I (-3.3487, -4.6345, 5.1064)
C (0.4714, -2.7545, 6.5481)
C (0.8581, -1.4077, 6.0913)
C (1.4541, -0.3188, 7.0251)
I (2.6529, -1.1363, 8.6539)
C (0.3954, 0.7194, 7.5966)
C (-1.0827, 0.5002, 7.1130)
C (-0.1420, -1.7271, 2.2837)
O (-1.1125, -2.0829, 1.6682)
H (-0.5771, 1.3041, -3.7203)
H (-0.5762, 0.2920, -2.1958)
H (0.4290, -0.2211, -3.6363)
H (0.9698, 1.7955, -1.3908)
H (1.1755, 2.5421, -3.0097)
H (3.4179, 1.7096, -2.4187)
H (2.7812, 0.6956, -3.7515)
H (1.9907, -1.0641, -2.1634)
H (4.7001, -1.3885, -1.0546)
H (3.9521, -2.1039, -2.5318)
H (4.8131, -0.5497, -2.7093)
H (0.8855, -1.7770, -0.3028)
H (5.1090, 2.6632, 1.0378)
H (3.8385, 2.9017, -0.8424)
H (-0.6677, -4.2001, 3.5681)
H (-3.1329, -7.4116, 6.2099)
H (-1.4953, -7.9068, 5.6922)
H (-1.7321, -7.4255, 7.4469)
H (0.6525, -2.9712, 7.6279)
H (2.1637, 0.2784, 6.3906)
H (0.6882, 1.7567, 7.2740)
H (0.4423, 0.7413, 8.7192)
H (-1.4414, -0.5565, 7.1783)
H (-1.7560, 1.0954, 7.7971)
H (-1.2748, 0.9189, 6.0871)
C (3.7204, 4.4845, -8.1700)
C (3.2146, 4.7114, -6.7604)
O (1.8691, 4.2231, -6.6177)
C (1.7436, 2.9151, -6.3719)
O (2.6563, 2.1477, -6.2681)
C (0.2689, 2.5497, -6.1956)
F (-0.5206, 3.1261, -7.1211)
F (-0.1989, 2.9419, -4.9926)
F (0.0520, 1.2323, -6.2807)
H (3.0376, 4.9270, -8.8980)
H (4.7095, 4.9254, -8.2991)
H (3.7838, 3.4188, -8.3974)
H (3.1809, 5.7802, -6.5481)
H (3.8733, 4.2563, -6.0188)
C (-3.2138, 2.2364, -9.0807)
C (-4.5529, 1.6217, -8.7309)
O (-5.4224, 2.6068, -8.1496)
C (-6.0899, 3.3868, -9.0077)
O (-6.0109, 3.3174, -10.1997)
C (-6.9994, 4.3478, -8.2413)
F (-6.3756, 4.8944, -7.1808)
F (-8.0954, 3.7255, -7.7695)
F (-7.4310, 5.3615, -9.0007)
H (-2.7745, 2.7198, -8.2066)
H (-2.5241, 1.4751, -9.4475)
H (-3.3225, 3.0040, -9.8492)
H (-4.4169, 0.8438, -7.9790)
H (-5.0198, 1.1519, -9.5982)
C (-0.1756, -5.4309, 13.6912)
C (0.5639, -4.1440, 13.9937)
O (1.8466, -4.1303, 13.3458)
C (1.8519, -3.7445, 12.0650)
O (0.8804, -3.4215, 11.4447)
C (3.2825, -3.7315, 11.5226)
F (3.9798, -4.8214, 11.8885)
F (3.9735, -2.6659, 11.9698)
F (3.3184, -3.6825, 10.1842)
H (0.4349, -6.2957, 13.9586)
H (-1.1136, -5.4751, 14.2462)
H (-0.3991, -5.5141, 12.6261)
H (0.7562, -4.0720, 15.0645)
H (-0.0226, -3.2677, 13.7122)
C (-4.4703, 5.1243, -4.7691)
C (-3.0265, 5.5830, -4.7810)
O (-2.9116, 6.9188, -4.2623)
C (-2.8557, 7.0278, -2.9304)
O (-2.8961, 6.1063, -2.1671)
C (-2.6857, 8.4938, -2.5267)
F (-3.4914, 9.3122, -3.2262)
F (-1.4246, 8.9182, -2.7348)
F (-2.9569, 8.6987, -1.2321)
H (-5.1021, 5.8336, -5.3049)
H (-4.5663, 4.1430, -5.2357)
H (-4.8541, 5.0619, -3.7491)
H (-2.6586, 5.6155, -5.8072)
H (-2.3818, 4.8957, -4.2298)
C (-0.1861, -5.6448, -2.1984)
C (-0.7897, -5.0648, -3.4609)
O (0.1056, -4.1149, -4.0628)
C (1.0640, -4.6250, -4.8460)
O (1.2168, -5.7911, -5.0676)
C (1.9044, -3.4993, -5.4515)
F (2.2166, -2.5540, -4.5461)
F (1.2530, -2.8773, -6.4520)
F (3.0598, -3.9404, -5.9616)
H (0.0998, -4.8476, -1.5090)
H (-0.8972, -6.3048, -1.7001)
H (0.7178, -6.2144, -2.4213)
H (-1.7021, -4.5200, -3.2168)
H (-1.0618, -5.8465, -4.1722)

Atomic forces in eV per Å
0.2 0.3 0.9
-0.1 0.0 -1.1
-0.9 0.2 0.6
0.4 -0.3 -0.6
-0.5 -0.2 -0.6
-0.8 -0.2 1.7
1.0 1.6 1.0
0.5 0.4 -0.1
0.7 -0.3 -2.1
-1.2 -1.2 -0.9
-0.4 -0.7 -0.7
-1.3 -0.4 1.5
1.6 -1.1 -1.8
-1.3 0.6 0.7
-0.4 -1.3 0.6
0.5 0.0 -0.7
-0.1 -1.6 -0.6
0.4 -0.2 1.2
0.4 0.9 1.0
0.7 1.5 -1.0
-0.7 0.5 0.0
-0.5 0.8 -0.5
0.8 -0.7 0.6
-0.3 0.7 -1.3
0.7 -0.5 0.4
0.0 0.6 -1.0
-0.8 -1.3 -1.1
-0.2 0.7 -0.9
-0.4 0.3 -0.7
-0.4 0.3 0.1
-0.5 0.6 0.5
1.0 0.4 1.1
0.5 -0.1 -0.1
0.3 -0.9 0.7
0.4 0.2 -1.1
-0.3 0.8 0.4
0.5 -0.2 -0.8
0.2 -0.8 0.6
-0.4 -0.8 -0.2
-0.1 0.0 1.1
0.6 0.7 0.6
-0.3 0.5 -0.8
0.1 0.8 0.6
-0.4 -0.4 1.1
0.5 0.9 0.6
-0.9 -0.2 0.0
-0.1 -0.2 0.8
0.4 0.9 0.6
1.0 0.2 0.5
-0.3 0.6 0.8
-0.4 0.2 -0.8
-0.2 0.0 -1.0
-0.5 -0.8 0.8
-0.1 -1.1 0.2
-0.2 -0.3 -1.1
0.5 0.8 -0.1
0.7 -0.6 -0.6
0.4 -0.7 0.9
-0.2 -0.3 -0.2
0.7 0.4 -0.2
-0.6 -0.4 0.3
1.2 0.8 -0.1
-0.6 -0.3 0.1
-1.5 -0.6 0.0
0.4 0.1 0.1
0.4 0.4 -0.4
0.5 0.3 0.0
0.1 0.1 0.1
-0.1 0.0 0.1
0.1 0.0 0.1
-0.3 -0.1 0.0
-0.2 -0.2 0.0
0.0 0.4 -0.1
0.6 -0.5 -0.2
-0.6 0.4 0.1
0.8 -1.0 -0.3
-0.3 0.4 0.2
-0.9 1.1 0.7
0.1 -0.3 -0.3
0.4 -0.2 -0.2
0.4 -0.5 -0.1
0.0 -0.2 0.0
-0.1 0.0 0.0
0.0 -0.1 -0.1
-0.2 0.2 0.2
-0.1 0.3 0.0
0.1 -0.2 -0.3
-0.6 -0.1 0.4
0.5 0.2 -0.4
-1.0 0.0 0.8
0.5 0.0 -0.3
1.5 -0.2 -0.6
-0.4 0.1 0.1
-0.5 -0.1 0.1
-0.4 -0.2 0.5
0.0 0.1 0.1
0.1 0.0 0.0
-0.1 0.1 0.1
0.3 0.0 -0.1
0.2 0.0 -0.2
-0.2 0.2 0.3
-0.2 -0.7 -0.4
0.2 0.5 0.5
0.0 -1.1 -0.8
0.0 0.5 0.2
0.0 1.5 0.5
0.1 -0.4 0.0
-0.1 -0.4 -0.1
0.0 -0.5 -0.3
0.1 -0.1 -0.1
0.0 0.1 0.0
0.1 -0.1 0.0
0.0 0.3 0.1
-0.1 0.2 0.2
0.4 0.0 0.0
-0.5 -0.4 0.5
0.4 0.3 -0.5
-1.0 -0.6 0.6
0.4 0.4 -0.2
1.0 1.1 -0.6
-0.3 -0.3 0.1
-0.2 -0.4 0.3
-0.4 -0.3 0.3
-0.2 0.0 0.0
0.0 0.1 0.0
-0.1 -0.1 0.0
0.2 0.2 -0.1
0.2 0.1 -0.1